32
Properties=species:S:1:pos:R:3:forces:R:3 method="wB97M-V/def2-TZVPD" homo_lumo_gap_ev=4.32 charge=-1 e_above_lowest_ev=0.000
Pt 0.570938 -1.024245 -0.711259 0.818 -0.376 0.322
Br -0.357476 5.545811 -0.595504 -0.017 -0.153 -0.002
Br -6.007954 0.003606 -0.729576 0.146 0.009 0.012
S 3.011367 -0.764839 3.716435 0.214 0.016 -0.240
S 0.567345 -0.925947 2.072583 -0.657 0.036 0.019
S 2.906201 -1.085014 -0.618332 -0.423 -0.037 -0.685
S 4.869458 -0.860287 1.543555 -0.119 0.020 0.248
S 5.932591 -0.596693 4.308813 0.272 0.031 0.228
S 0.440432 -5.744080 -0.730477 -0.080 -0.845 0.040
N 0.534286 -2.977985 -0.822814 0.006 -0.655 0.023
N -1.449162 -0.855612 -0.852677 -0.218 0.765 -0.014
N 0.428388 0.959400 -0.746103 -0.699 0.553 -0.057
C 3.172655 -0.940971 1.092399 0.018 0.102 0.881
C -0.850967 1.429867 -0.739290 1.078 0.930 0.003
C 4.674949 -0.731523 3.256405 -0.392 -0.054 -0.333
C 2.276330 -0.889348 2.117528 0.768 0.056 -0.264
C -1.884310 0.428428 -0.781689 -0.997 -1.058 -0.067
C -1.100003 2.805524 -0.691760 -0.400 -0.544 -0.028
C -2.330978 -1.856272 -0.829060 -0.051 -0.425 -0.042
C -3.256661 0.702292 -0.740908 0.534 0.377 0.005
C 0.510924 -4.143254 -0.760944 0.042 0.955 -0.151
C 1.436822 1.833028 -0.682160 0.468 0.065 0.110
C -4.144579 -0.339689 -0.756958 -0.293 -0.438 0.000
C -3.691586 -1.656522 -0.787459 -0.062 0.439 0.010
C 1.260116 3.196682 -0.632547 -0.510 0.068 -0.007
C -0.045953 3.677148 -0.646359 0.492 0.292 0.034
H -1.917213 -2.856389 -0.846269 0.105 0.061 -0.017
H -2.116301 3.169702 -0.688540 0.032 0.046 0.000
H -4.375298 -2.490894 -0.776348 0.023 -0.027 -0.011
H -3.605224 1.722805 -0.691516 -0.052 -0.031 0.006
H 2.108708 3.860995 -0.581651 0.025 -0.022 0.000
H 2.432146 1.404290 -0.667522 -0.073 -0.157 -0.022